# 1
{"formula": "C55H127F6N7O16S2", "method": "ωB97M-V/def2-TZVPD", "total_charge": 4, "multiplicity": 1, "species": ["C", "O", "C", "C", "N", "H", "H", "C", "C", "O", "C", "H", "H", "H", "H", "H", "H", "H", "H", "H", "H", "H", "H", "H", "H", "C", "O", "C", "C", "N", "H", "H", "C", "C", "O", "C", "H", "H", "H", "H", "H", "H", "H", "H", "H", "H", "H", "H", "H", "H", "C", "O", "C", "C", "N", "H", "H", "C", "C", "O", "C", "H", "H", "H", "H", "H", "H", "H", "H", "H", "H", "H", "H", "H", "H", "C", "O", "C", "C", "N", "H", "H", "C", "C", "O", "C", "H", "H", "H", "H", "H", "H", "H", "H", "H", "H", "H", "H", "H", "H", "C", "C", "C", "N", "C", "C", "C", "C", "C", "C", "H", "H", "H", "H", "H", "H", "H", "H", "H", "H", "H", "H", "H", "H", "H", "H", "H", "H", "H", "H", "C", "C", "C", "N", "C", "C", "C", "C", "C", "C", "H", "H", "H", "H", "H", "H", "H", "H", "H", "H", "H", "H", "H", "H", "H", "H", "H", "H", "H", "H", "C", "C", "C", "N", "C", "C", "C", "C", "C", "C", "H", "H", "H", "H", "H", "H", "H", "H", "H", "H", "H", "H", "H", "H", "H", "H", "H", "H", "H", "H", "C", "C", "O", "O", "H", "H", "H", "C", "F", "F", "F", "S", "O", "O", "O", "C", "F", "F", "F", "S", "O", "O", "O"], "positions_angstrom": [[-20.989, -22.697, -22.869], [-21.314, -21.648, -23.817], [-20.756, -21.730, -25.121], [-21.170, -22.917, -26.024], [-22.710, -22.966, -26.269], [-23.101, -23.029, -25.340], [-22.995, -22.161, -26.808], [-23.283, -24.252, -26.973], [-23.061, -24.309, -28.523], [-21.701, -24.301, -28.722], [-21.337, -24.199, -30.070], [-21.597, -22.512, -21.984], [-19.909, -22.734, -22.724], [-21.415, -23.617, -23.268], [-19.684, -21.902, -25.223], [-21.070, -20.835, -25.659], [-20.952, -23.910, -25.631], [-20.642, -22.808, -26.971], [-24.356, -24.310, -26.790], [-22.860, -25.108, -26.447], [-23.531, -23.364, -28.796], [-23.559, -25.201, -28.905], [-20.315, -24.492, -30.307], [-21.579, -23.156, -30.275], [-21.871, -24.760, -30.837], [-8.469, -31.664, -44.879], [-7.409, -30.941, -44.308], [-7.648, -30.688, -42.939], [-6.629, -29.622, -42.604], [-6.796, -29.044, -41.264], [-7.712, -28.764, -40.944], [-6.649, -29.807, -40.619], [-5.734, -27.993, -40.786], [-6.240, -27.412, -39.510], [-6.565, -28.371, -38.500], [-7.016, -27.772, -37.239], [-9.271, -30.933, -44.993], [-8.884, -32.444, -44.242], [-8.189, -31.970, -45.887], [-7.656, -31.626, -42.384], [-8.653, -30.288, -42.810], [-6.753, -28.823, -43.334], [-5.665, -30.128, -42.657], [-5.703, -27.246, -41.579], [-4.793, -28.520, -40.627], [-7.163, -26.876, -39.734], [-5.493, -26.741, -39.086], [-6.345, -27.702, -36.382], [-7.771, -28.470, -36.879], [-7.389, -26.751, -37.323], [-7.859, -26.367, -22.538], [-6.636, -26.115, -23.198], [-5.547, -25.724, -22.302], [-4.235, -26.485, -22.738], [-4.235, -26.982, -24.170], [-3.310, -27.355, -24.329], [-4.874, -27.755, -24.291], [-4.476, -25.894, -25.289], [-4.116, -26.565, -26.654], [-4.898, -27.668, -26.953], [-6.278, -27.391, -27.105], [-8.592, -26.424, -23.343], [-8.035, -25.504, -21.897], [-7.834, -27.271, -21.930], [-5.775, -26.053, -21.288], [-5.402, -24.662, -22.102], [-3.994, -27.330, -22.093], [-3.377, -25.814, -22.715], [-3.829, -25.047, -25.061], [-5.507, -25.540, -25.292], [-3.114, -26.984, -26.556], [-3.901, -25.880, -27.474], [-6.746, -27.673, -28.048], [-6.706, -26.425, -26.838], [-6.772, -27.983, -26.334], [-17.972, -32.683, -36.130], [-18.462, -33.685, -37.003], [-18.295, -33.613, -38.452], [-18.998, -34.840, -39.140], [-20.361, -34.920, -38.432], [-20.348, -34.898, -37.423], [-20.888, -34.099, -38.694], [-21.184, -36.254, -38.816], [-22.345, -36.444, -37.799], [-21.815, -36.421, -36.435], [-22.718, -36.839, -35.458], [-18.123, -31.693, -36.561], [-16.945, -32.762, -35.774], [-18.622, -32.607, -35.258], [-17.251, -33.645, -38.762], [-18.507, -32.599, -38.791], [-18.445, -35.763, -38.962], [-19.246, -34.585, -40.170], [-20.556, -37.145, -38.797], [-21.623, -36.080, -39.798], [-22.896, -37.382, -37.870], [-23.145, -35.704, -37.815], [-22.228, -36.844, -34.485], [-23.001, -37.847, -35.764], [-23.639, -36.255, -35.460], [-3.942, -32.200, -33.164], [-5.342, -32.641, -32.792], [-5.645, -34.166, -32.823], [-6.845, -34.746, -31.957], [-8.012, -33.752, -32.039], [-9.346, -34.221, -31.400], [-9.694, -35.668, -31.819], [-8.586, -36.670, -31.645], [-7.266, -36.197, -32.300], [-6.355, -34.700, -30.444], [-3.793, -31.147, -32.924], [-3.779, -32.336, -34.233], [-3.173, -32.751, -32.621], [-6.054, -32.235, -33.512], [-5.644, -32.234, -31.827], [-4.839, -34.880, -32.652], [-6.043, -34.467, -33.792], [-8.104, -33.590, -33.113], [-7.684, -32.755, -31.746], [-10.097, -33.490, -31.702], [-9.228, -34.145, -30.319], [-9.918, -35.670, -32.886], [-10.593, -36.082, -31.362], [-8.852, -37.657, -32.024], [-8.472, -36.817, -30.571], [-7.265, -36.316, -33.384], [-6.390, -36.835, -32.184], [-7.164, -35.035, -29.795], [-6.077, -33.707, -30.091], [-5.552, -35.419, -30.608], [-10.139, -20.299, -32.471], [-10.794, -20.289, -33.757], [-10.765, -18.863, -34.374], [-11.492, -18.647, -35.733], [-11.581, -17.144, -35.914], [-12.742, -16.642, -34.969], [-14.056, -17.262, -35.265], [-13.970, -18.826, -35.082], [-12.803, -19.454, -35.851], [-10.592, -19.194, -36.837], [-9.184, -19.784, -32.578], [-10.084, -21.217, -31.885], [-10.692, -19.643, -31.798], [-11.734, -20.841, -33.743], [-10.177, -20.979, -34.331], [-9.732, -18.559, -34.541], [-11.231, -18.266, -33.591], [-10.612, -16.768, -35.585], [-11.824, -16.822, -36.927], [-12.632, -16.888, -33.912], [-12.767, -15.555, -35.043], [-14.712, -16.980, -34.442], [-14.460, -17.097, -36.264], [-13.980, -19.155, -34.044], [-14.890, -19.260, -35.475], [-12.665, -20.533, -35.783], [-13.005, -19.429, -36.921], [-11.044, -19.178, -37.829], [-10.292, -20.202, -36.554], [-9.761, -18.489, -36.843], [-21.703, -31.679, -30.409], [-21.217, -32.213, -29.055], [-20.558, -31.098, -28.250], [-19.814, -31.568, -26.952], [-18.343, -31.993, -27.484], [-17.528, -32.508, -26.254], [-18.303, -33.715, -25.573], [-19.683, -33.286, -25.022], [-20.453, -32.718, -26.224], [-19.730, -30.348, -25.929], [-22.573, -31.022, -30.373], [-21.989, -32.483, -31.087], [-20.759, -31.347, -30.840], [-20.559, -33.079, -29.118], [-22.069, -32.605, -28.500], [-21.394, -30.638, -27.724], [-20.030, -30.283, -28.747], [-18.500, -32.781, -28.220], [-17.767, -31.203, -27.967], [-16.519, -32.710, -26.614], [-17.368, -31.832, -25.414], [-18.207, -34.574, -26.237], [-17.763, -34.173, -24.745], [-20.180, -34.186, -24.661], [-19.636, -32.599, -24.177], [-20.553, -33.605, -26.850], [-21.486, -32.390, -26.104], [-19.106, -30.649, -25.087], [-20.734, -29.998, -25.688], [-19.118, -29.666, -26.519], [-12.160, -26.920, -37.869], [-11.701, -26.581, -39.246], [-11.354, -27.450, -40.013], [-11.717, -25.386, -39.527], [-12.142, -28.001, -37.728], [-13.072, -26.425, -37.535], [-11.428, -26.522, -37.166], [-13.741, -26.603, -29.131], [-13.476, -27.738, -28.467], [-14.792, -26.015, -28.539], [-12.767, -25.758, -29.106], [-14.173, -27.003, -30.977], [-13.098, -27.862, -31.450], [-15.443, -27.742, -30.926], [-14.351, -25.725, -31.695], [-9.682, -32.503, -23.408], [-10.183, -33.602, -23.110], [-10.088, -32.266, -24.688], [-10.028, -31.537, -22.580], [-7.708, -32.674, -23.225], [-7.367, -33.918, -23.889], [-7.087, -31.507, -23.846], [-7.470, -32.743, -21.781]], "mulliken_charge": [-0.63, -0.34, -0.54, -0.72, -0.08, 0.39, 0.38, -0.84, -0.43, -0.26, -0.83, 0.26, 0.31, 0.25, 0.39, 0.39, 0.46, 0.31, 0.43, 0.38, 0.36, 0.41, 0.28, 0.33, 0.34, -0.77, -0.32, -0.61, -0.54, -0.16, 0.41, 0.37, -0.56, -0.52, -0.37, -0.76, 0.34, 0.30, 0.27, 0.42, 0.44, 0.33, 0.24, 0.34, 0.36, 0.44, 0.43, 0.30, 0.28, 0.33, -0.81, -0.34, -0.47, -0.70, -0.20, 0.39, 0.38, -0.44, -0.61, -0.34, -0.79, 0.22, 0.35, 0.36, 0.43, 0.37, 0.42, 0.36, 0.46, 0.26, 0.35, 0.36, 0.31, 0.34, 0.33, -0.76, -0.32, -0.61, -0.50, -0.29, 0.49, 0.38, -0.55, -0.72, -0.34, -0.69, 0.34, 0.27, 0.26, 0.42, 0.44, 0.37, 0.34, 0.33, 0.36, 0.54, 0.39, 0.23, 0.31, 0.31, -1.44, -0.33, -0.66, -0.06, -0.78, -0.81, -0.62, -0.67, -0.77, -0.94, 0.36, 0.35, 0.38, 0.36, 0.35, 0.52, 0.44, 0.54, 0.49, 0.42, 0.34, 0.29, 0.37, 0.40, 0.32, 0.45, 0.52, 0.46, 0.31, 0.43, -1.54, -0.20, -0.55, 0.10, -0.55, -0.48, -0.64, -0.76, -0.88, -1.02, 0.32, 0.40, 0.37, 0.40, 0.25, 0.38, 0.30, 0.40, 0.40, 0.22, 0.40, 0.33, 0.32, 0.36, 0.42, 0.54, 0.50, 0.39, 0.40, 0.41, -1.43, -0.35, -0.78, 0.10, -0.55, -0.64, -0.74, -0.72, -0.70, -0.98, 0.32, 0.38, 0.39, 0.38, 0.39, 0.37, 0.50, 0.34, 0.49, 0.44, 0.25, 0.38, 0.39, 0.39, 0.28, 0.40, 0.53, 0.44, 0.32, 0.40, -0.80, 0.57, -0.74, -0.73, 0.27, 0.27, 0.17, 0.59, -0.22, -0.24, -0.21, 1.05, -0.64, -0.68, -0.65, 0.60, -0.20, -0.25, -0.22, 1.01, -0.67, -0.61, -0.65]}

---

# 2
{"formula": "C4H6O2", "method": "ωB97M-V/def2-TZVPD", "e_above_lowest_ev": 3.405, "smiles": "C=C(O)[C@H]1CO1", "multiplicity": 1, "species": ["C", "C", "O", "C", "C", "O", "H", "H", "H", "H", "H", "H"], "positions_angstrom": [[0.700, -1.330, 0.334], [0.828, 0.016, 0.302], [2.109, 0.402, 0.121], [-0.228, 1.056, 0.370], [-1.313, 0.975, -0.631], [-1.512, 0.560, 0.703], [-0.068, -1.853, 0.865], [1.245, -1.863, -0.447], [2.397, -0.523, 0.377], [0.024, 2.034, 0.778], [-1.288, 0.178, -1.375], [-1.836, 1.886, -0.920]], "mulliken_charge": [-1.09, 0.35, -0.50, 0.11, -0.40, -0.39, 0.27, 0.34, 0.39, 0.39, 0.28, 0.26]}

---

# 3
{"formula": "C26H20InN4O10", "method": "ωB97M-V/def2-TZVPD", "e_above_lowest_ev": 0.198, "total_charge": -1, "multiplicity": 1, "species": ["In", "N", "C", "C", "C", "O", "O", "H", "H", "H", "H", "H", "H", "O", "C", "O", "C", "C", "C", "C", "C", "C", "C", "C", "C", "N", "H", "H", "H", "H", "H", "H", "O", "C", "O", "C", "C", "C", "C", "C", "N", "H", "H", "H", "H", "O", "C", "C", "C", "C", "C", "C", "C", "O", "N", "O", "O", "H", "H", "H", "H"], "positions_angstrom": [[-1.822, 1.122, -0.731], [-2.348, 0.420, 1.377], [-3.728, -0.090, 1.479], [-3.903, -1.386, 0.707], [-3.900, -1.282, -0.826], [-4.479, -2.151, -1.454], [-3.270, -0.288, -1.361], [-1.631, -0.223, 1.706], [-2.238, 1.265, 1.929], [-4.382, 0.684, 1.075], [-3.994, -0.248, 2.528], [-4.847, -1.853, 0.986], [-3.121, -2.100, 0.990], [-0.288, 2.332, -4.416], [-0.626, 1.784, -3.382], [-1.412, 2.247, -2.484], [-0.110, 0.364, -3.132], [0.744, -0.227, -4.087], [1.220, -1.476, -3.853], [0.824, -2.169, -2.683], [1.271, -3.478, -2.385], [0.844, -4.116, -1.258], [-0.066, -3.478, -0.389], [-0.509, -2.215, -0.652], [-0.056, -1.521, -1.794], [-0.478, -0.243, -2.033], [0.997, 0.356, -4.959], [1.893, -1.961, -4.550], [1.957, -3.961, -3.072], [1.192, -5.116, -1.032], [-0.415, -3.996, 0.496], [-1.199, -1.721, 0.012], [-3.807, 4.499, 0.842], [-3.052, 3.649, 0.395], [-3.367, 2.566, -0.203], [-1.549, 3.876, 0.593], [-1.078, 5.074, 1.105], [0.288, 5.242, 1.249], [1.140, 4.210, 0.883], [0.597, 3.036, 0.393], [-0.723, 2.881, 0.262], [-1.799, 5.834, 1.365], [0.688, 6.170, 1.637], [2.213, 4.305, 0.970], [1.204, 2.197, 0.084], [2.160, 0.752, -1.250], [2.803, -0.102, -0.676], [2.594, -0.627, 0.670], [3.659, -1.347, 1.197], [3.641, -1.809, 2.495], [2.529, -1.556, 3.319], [1.459, -0.881, 2.818], [1.395, -0.412, 1.454], [0.326, 0.078, 1.007], [4.765, -2.545, 3.012], [5.721, -2.749, 2.276], [4.721, -2.930, 4.173], [3.691, -0.541, -1.181], [4.532, -1.539, 0.585], [2.542, -1.913, 4.339], [0.589, -0.693, 3.436]], "mulliken_charge": [2.66, -0.57, -0.76, -0.52, 0.63, -0.76, -0.67, 0.19, 0.37, 0.38, 0.49, 0.42, 0.19, -0.76, 0.36, -0.72, 0.74, -1.00, -0.77, 0.88, -0.76, -0.80, -0.73, 0.05, -0.19, 0.34, 0.54, 0.43, 0.40, 0.40, 0.46, 0.09, -0.77, 0.37, -0.75, 0.52, -0.91, -0.23, -1.12, -0.01, 0.03, 0.56, 0.42, 0.47, 0.29, -0.40, -0.42, 1.49, -0.48, -0.57, -0.49, -0.73, -0.79, 0.30, 1.02, -0.66, -0.67, 0.16, 0.48, 0.47, 0.43]}

---

# 4
{"formula": "C5H33NO13", "method": "ωB97M-V/def2-TZVPD", "e_above_lowest_ev": 3.091, "smiles": "CN[C@@H](C=O)CCO.O.O.O.O.O.O.O.O.O.O.O", "multiplicity": 1, "species": ["C", "N", "C", "C", "O", "C", "C", "O", "H", "H", "H", "H", "H", "H", "H", "H", "H", "H", "H", "O", "H", "H", "O", "H", "H", "O", "H", "H", "O", "H", "H", "O", "H", "H", "O", "H", "H", "O", "H", "H", "O", "H", "H", "O", "H", "H", "O", "H", "H", "O", "H", "H"], "positions_angstrom": [[-0.345, 2.624, 1.441], [0.274, 1.634, 0.531], [0.032, 0.197, 0.737], [-1.467, -0.101, 0.963], [-2.233, 0.781, 0.696], [0.429, -0.706, -0.419], [1.932, -1.094, -0.394], [2.115, -2.471, -0.203], [-1.302, 2.372, 1.875], [0.332, 2.767, 2.286], [-0.283, 3.563, 0.893], [-0.014, 1.924, -0.398], [0.652, 0.069, 1.632], [-1.652, -1.116, 1.326], [-0.152, -1.633, -0.391], [0.156, -0.223, -1.357], [2.442, -0.504, 0.363], [2.355, -0.751, -1.348], [1.917, -2.961, -1.019], [0.828, -3.278, -2.525], [0.677, -4.219, -2.385], [-0.075, -2.949, -2.685], [-0.117, -1.898, 4.009], [-0.861, -1.501, 3.547], [0.277, -2.536, 3.386], [-3.672, 2.240, -1.120], [-2.737, 2.204, -0.884], [-4.132, 2.431, -0.297], [-1.204, 2.806, -2.292], [-0.978, 2.519, -3.185], [-1.903, 3.460, -2.420], [3.614, 0.947, 2.089], [2.698, 1.214, 2.011], [3.695, 1.135, 3.031], [2.102, 3.012, -1.676], [1.187, 3.289, -1.795], [2.184, 2.581, -0.817], [0.573, 1.099, -3.212], [1.187, 1.585, -2.653], [0.851, 0.299, -3.654], [0.956, 0.558, 3.876], [0.735, -0.388, 4.080], [1.328, 0.719, 4.757], [-2.618, -0.370, -1.652], [-3.301, 0.302, -1.487], [-1.888, 0.199, -1.937], [-1.915, -3.125, -2.109], [-2.234, -2.260, -1.802], [-2.474, -3.303, -2.873], [0.289, -3.782, 1.898], [0.682, -3.123, 1.306], [1.060, -4.238, 2.255]], "mulliken_charge": [-1.11, 0.27, 0.15, -0.31, -0.41, 0.36, -0.84, -0.59, 0.31, 0.28, 0.39, 0.03, 0.35, 0.33, 0.35, -0.33, 0.25, 0.29, 0.40, -0.66, 0.31, 0.34, -0.74, 0.31, 0.36, -0.71, 0.34, 0.33, -0.54, 0.27, 0.28, -0.64, 0.28, 0.33, -0.74, 0.35, 0.36, -0.67, 0.37, 0.27, -0.51, 0.36, 0.29, -0.73, 0.38, 0.28, -0.69, 0.39, 0.29, -0.77, 0.44, 0.30]}

---

Asked for E_tot across the records above, the calculation gives -5152.7795, -306.3812, -2164.5491, -1243.1556 a.u. in order.